C2H10N3O | ωB97M-V with the def2-TZVPD basis set

Geometry (Å):
O -2.64 0.28 0.01
N -0.03 0.42 0.66
N 2.21 1.13 -0.01
N 0.59 -1.85 0.03
C 0.28 -0.59 -0.47
C 1.03 0.67 -0.52
H 1.45 -2.25 0.44
H 2.13 2.13 -0.01
H 0.49 1.53 -0.93
H -3.50 0.65 -0.41
H -0.70 -0.57 -1.04
H -2.88 -0.22 0.76
H 0.27 0.05 1.54
H 0.03 -2.52 -0.54
H -0.99 0.78 0.64
H 3.16 0.78 0.11

Output
Strongest force on any atom = 3.497 eV/Å
ΔE to the lowest compared entry with this formula, charge and spin = 79.1 kcal/mol
Net charge = +1
Orbital gap = 10.9557 eV